1.
The following is a quantum chemistry calculation of the ion C10H17N5 with charge +2 at a distorted geometry, from the Open Molecules 2025 dataset.

Values from the calculation:
SMILES = CC(C)[N+]1=CC(c2ncc[nH]2)=N[C@@]1(C)[NH3+]
highest occupied orbital energy (spin up / spin down) = -0.569 / -0.569 Eh
energy above the lowest of the compared OMol25 structures with the same formula, charge and spin = 2.483 eV
total charge = +2

Structure (XYZ):
```
32
Properties=species:S:1:pos:R:3:forces:R:3:mulliken_charge:R:1
C -2.0900 -0.3033 3.9782 -1.36 -1.33 -0.72 -0.23
C -3.2659 -0.9218 3.4648 2.13 1.52 -0.45 -0.30
C -1.7322 -0.7100 1.8681 0.54 0.94 3.28 -0.56
C 0.4185 -0.0173 0.7692 0.77 1.83 0.80 0.30
C -0.9290 -0.5263 0.7301 -3.89 -1.42 0.02 0.54
C -0.3859 -0.2070 -1.2966 -0.22 -1.22 -0.97 -0.06
C -0.0405 -1.3280 -2.2559 0.58 -0.43 -0.78 -1.08
C 2.9758 -0.4372 -0.9103 3.65 -1.41 0.09 -1.32
C 2.3671 2.1168 -0.5888 1.06 -0.51 2.97 -1.09
C 2.0144 0.6871 -1.0887 -0.17 0.74 1.33 0.09
N -1.2050 -0.1999 3.0212 1.00 -0.30 -1.34 -0.36
N -1.4382 -0.6996 -0.4636 1.82 1.25 0.46 -0.71
N -3.0367 -1.1039 2.1362 -0.61 -1.80 -1.32 -0.12
N 0.7702 0.1745 -0.4558 -1.18 0.55 0.55 0.37
N -0.9807 1.0870 -1.9089 -3.96 -1.67 2.18 -0.03
H -1.8470 -0.1055 4.9904 -0.11 0.49 0.67 0.43
H -4.1649 -0.9899 4.0077 -1.14 -0.78 0.01 0.42
H 0.8778 0.3958 1.7120 0.07 -1.01 -1.14 0.56
H -0.9598 -1.4239 -2.8954 1.10 -0.41 0.34 0.42
H 0.0591 -2.2525 -1.5704 -0.09 1.35 -1.41 0.36
H 0.9164 -1.1653 -2.8750 -1.65 -0.30 0.82 0.31
H 3.2276 -0.8450 0.1337 -0.50 1.36 -1.14 0.34
H 2.6037 -1.3274 -1.3980 -0.26 -0.22 -0.32 0.43
H 3.9952 -0.2567 -1.4506 -1.82 0.03 1.08 0.38
H 3.2541 1.9319 0.1839 -1.58 0.90 -1.84 0.36
H 1.5501 2.5312 0.0997 0.92 -0.40 -1.22 0.34
H 2.6313 2.8636 -1.3716 -0.09 -0.83 0.58 0.32
H 1.7585 0.7140 -2.1111 -0.23 0.16 -1.37 0.33
H -3.6013 -1.7545 1.4978 0.92 1.61 1.32 0.34
H -1.8504 1.3275 -1.2247 2.36 -0.57 -1.69 0.47
H -1.4698 0.8574 -2.7826 0.49 0.27 -0.22 0.40
H -0.4227 1.8881 -1.9451 1.46 1.62 -0.56 0.33
```
Forces are in eV/Å.

2.
The following is a quantum chemistry calculation of the ion C9H9BrIN2O3 with charge +1 at a distorted geometry, from the Open Molecules 2025 dataset.

Values from the calculation:
SMILES = CC(=O)OC(=O)Cc1[nH+]c(I)cc(Br)c1N
highest occupied orbital energy = -0.482 Eh
total charge = +1

Structure (XYZ):
```
25
Properties=species:S:1:pos:R:3:forces:R:3:mulliken_charge:R:1
C 3.7689 -0.1754 0.8103 -0.28 -0.46 -0.28 -0.93
C 3.2009 0.4876 -0.5025 0.36 0.93 0.97 0.69
O 3.1707 1.6747 -0.6407 0.06 -0.95 0.18 -0.43
O 2.6593 -0.3051 -1.5648 -0.97 -0.50 1.72 -0.34
C 1.2457 -0.3171 -1.5415 0.55 0.65 -0.53 0.43
O 0.6608 0.1523 -2.4636 -0.20 -0.78 0.71 -0.45
C 0.5770 -1.0154 -0.2974 -0.87 0.51 -0.08 -0.27
C -0.9033 -0.5471 -0.0690 -0.62 0.84 -0.26 0.04
N -1.8635 -1.5594 0.0232 -1.06 2.69 0.24 -0.06
C -3.2082 -1.2521 0.2023 -0.57 1.55 0.09 -0.19
I -4.6078 -2.8820 0.3709 1.06 1.09 -0.15 0.22
C -3.6952 0.1318 0.2866 2.49 0.22 -0.33 -0.18
C -2.7243 1.2608 0.2149 0.58 -3.44 -0.28 -0.12
Br -3.3149 3.0948 0.3424 0.65 -1.73 -0.14 -0.07
C -1.2879 0.8713 0.0426 -1.04 -0.85 0.05 0.55
N -0.2252 1.8402 -0.0237 -1.47 -0.62 1.25 -0.39
H 4.5223 0.5006 1.2925 -0.72 -0.55 -0.76 0.33
H 4.2044 -1.1916 0.6347 -0.34 0.94 0.00 0.33
H 2.9451 -0.3128 1.5747 0.74 0.24 -0.95 0.26
H 0.5657 -2.1200 -0.5218 0.25 1.06 0.45 0.35
H 1.1384 -0.7803 0.6417 -0.30 -0.50 -0.90 0.00
H -1.5995 -2.5484 -0.0409 -0.04 0.56 0.00 0.31
H -4.7763 0.3877 0.4056 1.14 -0.64 -0.09 0.33
H 0.2039 1.8341 0.9166 0.23 0.08 -0.69 0.28
H -0.6568 2.7709 -0.0931 0.37 -0.35 -0.23 0.30
```
Forces are in eV/Å.

3.
The following is a quantum chemistry calculation of a structure of composition CH2I2S at a distorted geometry, from the Open Molecules 2025 dataset.

Values from the calculation:
highest occupied orbital energy (spin up / spin down) = -0.321 / -0.320 Eh
energy above the lowest of the compared OMol25 structures with the same formula, charge and spin = 3.180 eV

Structure (XYZ):
```
6
Properties=species:S:1:pos:R:3:forces:R:3:mulliken_charge:R:1
C 1.9633 1.1882 -0.5771 -0.83 -0.52 -0.03 -0.57
S -2.3061 -0.1488 0.7996 -0.38 -0.58 1.07 -0.39
I -0.1370 1.0709 0.1162 1.28 0.44 0.29 0.34
I 3.4050 -0.1292 0.1955 -0.60 0.68 -0.47 0.12
H 1.9896 1.3630 -1.6719 0.34 -0.41 0.58 0.34
H -2.1456 -0.4239 2.1707 0.20 0.40 -1.44 0.16
```
Forces are in eV/Å.

4.
The following is a quantum chemistry calculation of the ion C4H7N3O3P with charge -1 at a distorted geometry, from the Open Molecules 2025 dataset.

Values from the calculation:
highest occupied orbital energy (spin up / spin down) = -0.106 / -0.106 Eh
energy above the lowest of the compared OMol25 structures with the same formula, charge and spin = 1.821 eV
total charge = -1

Structure (XYZ):
```
18
Properties=species:S:1:pos:R:3:forces:R:3:mulliken_charge:R:1
C -1.1481 0.9553 0.3729 -0.24 0.58 0.19 -0.51
C 1.0424 0.4548 -0.3976 -1.35 -1.12 0.05 0.66
C -0.9488 -1.3813 0.4067 -0.29 -0.49 0.01 -0.25
C -0.9686 -0.7884 -0.9624 2.41 1.38 0.45 -0.51
N 0.2211 1.4112 0.1895 -0.10 0.06 -0.14 -0.14
N -1.2217 -0.1990 1.2461 0.10 0.00 0.33 -0.52
N -1.7004 0.4130 -0.8621 -0.51 -0.30 -0.17 -0.39
O 2.9625 -1.5908 -0.3899 -0.35 -0.36 -0.04 -0.72
O 2.1027 0.8885 -1.1639 -0.08 -0.42 0.41 -0.61
O 3.3206 0.4138 1.2072 -0.33 0.00 0.23 -0.72
P 2.5402 -0.2898 0.1626 0.65 0.85 -0.93 0.55
H -1.7564 1.7764 0.7688 0.16 -0.02 -0.17 0.45
H -1.7454 -2.1238 0.5868 0.08 0.02 -0.03 0.26
H 0.0204 -1.8502 0.6281 -0.19 0.03 -0.08 0.19
H -0.9079 -1.3290 -1.8850 -0.09 -0.15 -0.20 0.41
H 0.3061 2.3239 -0.2480 0.04 -0.04 0.02 0.23
H -0.5529 -0.1113 2.0014 0.03 0.06 -0.13 0.32
H -1.5659 1.0267 -1.6612 0.07 -0.06 0.21 0.30
```
Forces are in eV/Å.

5.
The following is a quantum chemistry calculation of a cluster of 3 separate species, C3H12NO2 in total at a distorted geometry, from the Open Molecules 2025 dataset.

Values from the calculation:
2S+1 = 2
highest occupied orbital energy (spin up / spin down) = -0.189 / -0.335 Eh
energy above the lowest of the compared OMol25 structures with the same formula, charge and spin = 0.875 eV

Structure (XYZ):
```
18
Properties=species:S:1:pos:R:3:forces:R:3:mulliken_charge:R:1
C 1.6176 1.2883 0.0842 -1.09 0.28 0.16 -0.88
C 1.4559 -0.2198 -0.2726 -0.06 0.50 2.22 -0.43
C 0.3614 -1.8002 1.1772 -1.11 -3.47 1.64 -0.71
N 0.2806 -0.6787 0.5196 1.05 2.84 -2.88 0.14
H 0.6699 1.8768 -0.2540 1.78 -0.86 0.53 0.19
H 1.6982 1.3702 1.1949 -0.44 -0.17 -0.75 0.24
H 2.5401 1.7678 -0.2441 -0.17 -0.04 -0.65 0.37
H 1.4334 -0.4706 -1.3405 -0.28 0.17 0.11 0.22
H 2.2782 -0.8044 0.1947 -0.17 0.50 -0.60 0.28
H -0.5491 -2.4428 1.2508 1.03 0.59 0.29 0.24
H 1.2788 -2.0196 1.7198 -0.22 -0.24 -0.13 0.26
H -0.5963 -0.2273 0.3116 0.03 -0.28 0.07 0.13
H -2.7294 0.7533 0.4129 1.18 -0.12 1.46 0.33
H -2.1815 1.5445 1.6602 0.12 -1.07 -0.58 0.31
O -2.0984 0.6771 1.1939 -1.63 1.32 -0.95 -0.68
H -2.4767 -0.6969 -2.7042 2.05 1.16 1.28 0.31
H -1.2616 0.3642 -2.7546 -0.86 -1.11 0.83 0.32
O -1.7210 -0.2820 -2.1498 -1.23 0.00 -2.05 -0.63
```
Forces are in eV/Å.

6.
The following is a quantum chemistry calculation of a structure of composition C6H16F6O6PS2Tl at a distorted geometry, from the Open Molecules 2025 dataset.

Values from the calculation:
2S+1 = 2
highest occupied orbital energy (spin up / spin down) = -0.759 / -0.760 Eh
total charge = +3

Structure (XYZ):
```
38
Properties=species:S:1:pos:R:3:forces:R:3:mulliken_charge:R:1
Tl 3.3510 -1.4162 -1.5431 0.25 -0.13 -0.35 0.97
P 2.5414 1.3326 -4.3784 0.88 -0.35 -1.13 1.17
F 3.1352 1.1648 -2.8552 -0.62 0.30 0.31 -0.33
F 1.0317 1.5270 -3.7608 0.49 -0.36 0.18 -0.20
F 2.6806 2.9688 -4.2823 0.22 -1.46 0.00 -0.22
F 1.9813 1.3671 -5.8565 0.25 0.40 0.61 -0.19
F 4.0715 1.0937 -4.8646 -1.05 0.69 -0.11 -0.21
F 2.3316 -0.3096 -4.3981 -0.17 0.64 0.53 -0.24
O 0.9347 -2.4004 -0.0931 -2.61 -0.30 1.96 -0.46
S -0.3564 -2.2731 0.5922 0.46 2.98 -1.21 1.12
O -1.4978 -1.7041 -0.0749 1.07 -0.93 0.29 -0.51
O -0.8237 -3.8269 1.0720 -0.62 -0.35 1.70 -0.05
C -1.9584 -3.9754 1.9080 -0.99 -0.56 -2.93 -0.15
C -2.6207 -5.3029 1.4547 0.90 -0.98 -0.24 -1.16
C -0.2754 -1.4554 2.2430 1.17 -1.72 -0.26 -0.88
H -2.7182 -3.2057 1.7727 0.48 1.00 0.02 0.45
H -1.7740 -4.0331 2.9808 0.70 -0.47 0.80 0.43
H -3.6390 -5.3671 1.8381 0.02 0.21 0.41 0.40
H -2.0455 -6.1896 1.7211 -0.20 -0.14 0.38 0.36
H -2.5967 -5.3238 0.3651 -0.19 0.36 -0.09 0.38
H 0.1615 -0.4644 2.1197 -0.39 -0.05 -0.19 0.21
H 0.4398 -2.0670 2.7932 0.28 0.13 0.15 0.47
H -1.2140 -1.5446 2.7900 -0.18 0.45 -0.55 0.40
O 1.1541 0.4496 -0.7465 -1.22 1.89 0.57 -0.30
S 0.3713 1.6887 -0.6728 -0.11 -1.06 -0.59 1.04
O -0.8711 1.8204 -1.3936 1.39 -0.01 0.77 -0.38
O 0.0386 1.9250 0.9860 0.35 0.52 -0.90 -0.06
C -0.5091 3.1684 1.3918 -0.80 0.33 -1.41 -0.04
C -1.5625 2.9108 2.4487 -0.81 -1.35 1.74 -1.27
C 1.5089 3.1594 -0.9794 -0.27 0.77 -0.48 -0.70
H -0.9737 3.7412 0.5893 0.34 -0.24 -0.43 0.46
H 0.2098 3.8095 1.9019 0.82 0.06 0.40 0.32
H -2.0696 3.8206 2.7699 0.43 0.48 -0.29 0.40
H -1.1566 2.4431 3.3457 0.10 0.13 0.13 0.37
H -2.3118 2.2080 2.0846 0.02 -0.02 -0.51 0.36
H 2.2113 3.2645 -0.1525 -0.29 -0.14 0.14 0.42
H 0.8111 3.9728 -1.1784 -0.12 0.15 0.61 0.44
H 2.0085 3.0229 -1.9385 0.02 -0.87 -0.03 0.19
```
Forces are in eV/Å.

| no. | total energy (hartree) |
| --- | --- |
| 1 | -664.33836 |
| 2 | -3555.00158 |
| 3 | -1032.73992 |
| 4 | -887.99199 |
| 5 | -326.63263 |
| 6 | -2597.64547 |